# C11H15O3P

The molecule C11H15O3P in a non-equilibrium geometry (ωB97M-V with the def2-TZVPD basis set, the Open Molecules 2025 dataset).

Summary:
2S+1: 1
HOMO-LUMO gap: 9.9 eV
Total charge: 0
Energy relative to the best compared isomer or geometry (same formula, charge and spin): 347.0 kJ/mol
SMILES: O=[P@]1(C2CCCC2)[C@@]2(O)C=C[C@]1(O)C=C2
Lowest unoccupied orbital energy: 0.80 eV

Each line ends with the Mulliken charge.
Positions of all 30 atoms, in Å:
O: 1.798 0.645 0.806  -0.861
P: 0.680 -0.227 0.420  0.302
C: -0.418 0.464 -0.905  0.084
C: 0.387 1.300 -1.929  -0.888
C: -0.010 2.733 -1.555  -0.928
C: -1.519 2.580 -1.370  -0.640
C: -1.326 1.517 -0.238  -1.205
C: 1.086 -2.033 0.157  0.972
O: 1.938 -2.306 -0.976  -0.661
C: -0.324 -2.631 0.212  -0.728
C: -0.990 -1.975 1.179  -0.717
C: -0.238 -0.891 1.890  0.598
O: -1.070 -0.200 2.677  -0.592
C: 1.148 -1.632 2.432  -1.254
C: 1.710 -2.359 1.478  -0.438
H: -0.941 -0.389 -1.151  0.849
H: 0.039 0.811 -2.886  0.287
H: 1.360 0.985 -1.786  0.536
H: 0.100 3.486 -2.369  0.336
H: 0.478 3.077 -0.761  0.412
H: -1.867 3.470 -0.962  0.460
H: -2.201 2.098 -2.076  0.311
H: -0.701 1.854 0.516  0.520
H: -2.262 1.109 0.104  0.365
H: 2.602 -1.624 -1.178  0.374
H: -0.592 -3.456 -0.529  0.348
H: -1.989 -2.282 1.286  0.487
H: -0.678 0.651 2.697  0.498
H: 1.312 -1.678 3.404  0.688
H: 2.489 -3.096 1.413  0.487


# C38H35N2P2PtSSi

A structure of composition C38H35N2P2PtSSi (ωB97M-V with the def2-TZVPD basis set, the Open Molecules 2025 dataset).

Summary:
2S+1: 1
HOMO-LUMO gap: 7.0 eV
Total charge: +1
Energy relative to the best compared isomer or geometry (same formula, charge and spin): 157.8 kJ/mol
Lowest unoccupied orbital energy: -3.01 eV

Each line ends with the Mulliken charge.
Positions of all 80 atoms, in Å:
Pt: 0.464 -0.366 0.617  2.496
C: -1.315 2.503 0.099  -1.556
Si: 0.437 1.915 0.535  1.177
C: 1.625 2.515 -0.798  -0.121
C: 1.595 3.719 -1.492  -0.734
C: 2.553 3.988 -2.458  -0.737
C: 3.555 3.068 -2.739  -0.785
C: 3.612 1.866 -2.053  -0.243
C: 2.645 1.601 -1.091  -0.326
P: 2.569 0.101 -0.087  0.004
C: 3.138 -1.253 -1.155  0.606
C: 4.199 -2.095 -0.840  -0.449
C: 4.555 -3.115 -1.712  -0.785
C: 3.864 -3.292 -2.900  -0.554
C: 2.812 -2.444 -3.224  -0.977
C: 2.448 -1.430 -2.356  -0.498
C: 3.815 0.296 1.213  0.738
C: 4.651 1.405 1.263  -0.516
C: 5.550 1.553 2.310  -0.623
C: 5.623 0.596 3.308  -0.751
C: 4.796 -0.520 3.261  -0.714
C: 3.892 -0.665 2.223  -0.792
C: 0.992 2.553 2.224  -0.219
C: 2.064 3.438 2.283  -0.344
C: 2.559 3.912 3.492  -0.853
C: 1.980 3.493 4.674  -1.002
C: 0.910 2.606 4.644  -0.606
C: 0.412 2.125 3.440  0.999
P: -1.153 1.163 3.433  -0.028
C: -0.704 -0.495 2.738  0.915
C: -1.819 -1.287 2.388  -0.933
C: -1.716 -2.643 2.157  -0.856
C: -0.457 -3.237 2.177  -0.656
C: 0.664 -2.487 2.497  -0.659
C: 0.553 -1.128 2.842  -0.955
C: -1.389 0.673 5.182  0.437
C: -2.611 0.980 5.772  -0.545
C: -2.876 0.610 7.084  -0.664
C: -1.920 -0.072 7.815  -0.490
C: -0.695 -0.384 7.239  -0.829
C: -0.432 -0.014 5.933  0.259
H: -1.325 3.597 0.156  0.448
H: -2.069 2.169 0.808  0.491
H: -1.594 2.221 -0.916  0.399
H: 0.819 4.450 -1.295  0.458
H: 2.517 4.921 -3.007  0.445
H: 4.291 3.287 -3.502  0.454
H: 4.386 1.140 -2.274  0.545
H: 4.763 -1.955 0.071  0.395
H: 5.383 -3.765 -1.462  0.439
H: 4.146 -4.085 -3.579  0.411
H: 2.275 -2.573 -4.154  0.431
H: 1.630 -0.769 -2.614  0.630
H: 4.599 2.162 0.491  0.357
H: 6.192 2.423 2.344  0.457
H: 6.324 0.715 4.122  0.433
H: 4.857 -1.275 4.034  0.470
H: 3.246 -1.533 2.189  0.664
H: 2.532 3.772 1.364  0.376
H: 3.389 4.607 3.503  0.454
H: 2.349 3.850 5.625  0.429
H: 0.462 2.298 5.579  0.475
H: -2.792 -0.808 2.374  0.282
H: -2.598 -3.225 1.928  0.460
H: -0.340 -4.290 1.963  0.442
H: 1.627 -2.979 2.556  0.514
H: 1.394 -0.598 3.276  0.756
H: -3.360 1.516 5.201  0.351
H: -3.831 0.855 7.529  0.415
H: -2.125 -0.361 8.838  0.399
H: 0.055 -0.914 7.812  0.423
H: 0.531 -0.250 5.497  0.391
N: -3.073 -0.072 -0.643  -0.205
C: -2.471 -0.967 -1.421  0.919
N: -3.194 -1.565 -2.373  -0.456
S: -0.829 -1.349 -1.293  -0.471
H: -4.031 0.205 -0.779  0.200
H: -2.512 0.433 0.022  -0.330
H: -4.175 -1.382 -2.501  0.199
H: -2.753 -2.252 -2.958  0.219


# C36H37FN4O4Pd

A structure of composition C36H37FN4O4Pd in a non-equilibrium geometry (ωB97M-V with the def2-TZVPD basis set, the Open Molecules 2025 dataset).

Summary:
2S+1: 1
HOMO-LUMO gap: 7.8 eV
Total charge: 0
Energy relative to the best compared isomer or geometry (same formula, charge and spin): 154.0 kJ/mol
Lowest unoccupied orbital energy: 0.54 eV

Each line ends with the Mulliken charge.
Positions of all 83 atoms, in Å:
Pd: 0.369 0.150 -1.475  -0.184
O: -0.193 2.388 -3.587  -0.540
C: 0.964 3.082 -4.050  -0.360
C: 1.123 4.310 -3.188  -0.904
C: 1.191 3.966 -1.693  -0.493
C: 2.324 3.041 -1.324  0.473
C: 3.645 3.479 -1.460  -0.676
C: 4.681 2.667 -1.057  -0.567
C: 4.375 1.436 -0.500  -0.848
C: 3.046 1.071 -0.412  -0.573
N: 2.032 1.833 -0.838  0.535
H: -0.401 1.685 -4.209  0.261
H: 0.856 3.357 -5.101  0.497
H: 1.849 2.446 -3.959  0.152
H: 0.281 4.987 -3.360  0.472
H: 2.036 4.831 -3.495  0.390
H: 0.256 3.516 -1.371  -0.369
H: 1.320 4.893 -1.128  0.494
H: 3.840 4.467 -1.860  0.409
H: 5.710 2.991 -1.159  0.426
H: 5.146 0.764 -0.144  0.491
H: 2.767 0.114 0.010  0.473
C: -2.260 -3.498 2.498  -1.505
O: -1.627 -2.233 2.597  0.520
C: -1.645 -1.599 3.790  0.886
C: -2.017 -2.222 4.975  -0.722
C: -2.063 -1.511 6.171  -0.790
C: -1.735 -0.167 6.183  -0.733
C: -1.342 0.450 5.002  -0.371
C: -1.280 -0.242 3.799  -0.287
N: -0.911 0.485 2.641  -0.091
C: -0.501 -0.036 1.427  -0.308
N: 0.523 -0.902 1.527  0.632
C: 0.997 -1.825 0.568  -0.617
C: 0.750 -1.748 -0.801  0.345
C: 1.263 -2.780 -1.593  -0.258
C: 2.012 -3.822 -1.064  -0.932
C: 2.304 -3.844 0.293  -0.437
C: 1.786 -2.853 1.098  0.593
O: 2.068 -2.832 2.449  -0.601
C: 1.252 -3.711 3.233  -0.609
N: -0.957 0.358 0.287  0.038
C: -2.132 1.157 0.175  -0.002
C: -2.149 2.174 -0.771  0.198
C: -3.227 3.033 -0.932  -0.599
C: -4.350 2.871 -0.142  -0.890
C: -4.405 1.813 0.754  -0.765
C: -3.330 0.939 0.889  0.845
O: -3.395 -0.160 1.678  0.088
C: -4.665 -0.522 2.197  -1.056
H: -2.242 -3.759 1.445  0.188
H: -3.293 -3.453 2.850  0.436
H: -1.727 -4.262 3.066  0.509
H: -2.295 -3.267 4.966  0.406
H: -2.364 -2.015 7.081  0.427
H: -1.776 0.404 7.103  0.399
H: -1.076 1.503 5.000  0.444
H: -1.351 1.387 2.560  0.539
H: 0.882 -1.050 2.454  0.436
H: 1.081 -2.770 -2.656  0.401
H: 2.392 -4.606 -1.711  0.441
H: 2.932 -4.614 0.731  0.407
H: 1.793 -4.636 3.447  0.417
H: 0.329 -3.951 2.704  0.113
H: 1.010 -3.215 4.172  0.240
H: -1.289 2.283 -1.404  -0.260
H: -3.181 3.820 -1.676  0.462
H: -5.193 3.546 -0.229  0.389
H: -5.300 1.660 1.343  0.494
H: -4.554 -1.524 2.600  0.068
H: -5.431 -0.529 1.418  0.454
H: -4.975 0.148 3.002  0.392
F: 2.596 -1.510 -6.946  -0.372
C: 2.141 -1.145 -5.723  0.277
C: 0.806 -1.323 -5.425  -0.669
C: 0.351 -0.943 -4.162  -0.343
C: 1.206 -0.383 -3.207  0.276
C: 2.546 -0.237 -3.555  0.054
C: 3.025 -0.614 -4.811  -0.716
H: 0.145 -1.769 -6.161  0.429
H: -0.691 -1.099 -3.921  0.441
H: 3.251 0.176 -2.845  0.265
H: 4.070 -0.499 -5.082  0.424


# C3H6N4O2

A cluster of 2 separate species, C3H6N4O2 in total in a non-equilibrium geometry (ωB97M-V with the def2-TZVPD basis set, the Open Molecules 2025 dataset).

Summary:
2S+1: 1
HOMO-LUMO gap: 8.6 eV
Total charge: 0
Energy relative to the best compared isomer or geometry (same formula, charge and spin): 701.2 kJ/mol
Lowest unoccupied orbital energy: -0.25 eV

Each line ends with the Mulliken charge.
Positions of all 15 atoms, in Å:
C: 1.458 -0.405 0.174  0.712
C: -0.445 -0.766 -0.937  -0.136
C: -1.129 1.190 0.396  0.118
H: 2.793 0.940 0.761  0.242
H: 2.910 0.946 -1.458  0.353
H: 0.494 -1.629 1.264  0.252
H: -0.865 -1.509 -1.517  0.465
H: -2.737 -1.017 0.961  0.351
H: -2.047 1.399 1.177  0.252
N: 2.519 0.402 -0.023  -0.632
N: 1.210 -0.956 1.280  -0.729
N: 0.801 -0.777 -0.988  -0.552
N: -1.230 -0.170 0.003  0.291
O: -2.481 -0.719 0.079  -0.477
O: -0.388 2.126 -0.190  -0.509


# C5H12N2S

The molecule C5H12N2S in a non-equilibrium geometry (ωB97M-V with the def2-TZVPD basis set, the Open Molecules 2025 dataset).

Summary:
2S+1: 1
HOMO-LUMO gap: 8.4 eV
Total charge: 0
Energy relative to the best compared isomer or geometry (same formula, charge and spin): 226.2 kJ/mol
SMILES: CNC(=S)C(C)(C)N
Lowest unoccupied orbital energy: 0.39 eV

Each line ends with the Mulliken charge.
Positions of all 20 atoms, in Å:
C: -0.229 2.439 -0.061  -0.738
N: 0.975 1.555 -0.302  -0.203
C: 1.162 0.200 -0.055  -0.320
S: 2.915 -0.115 0.057  -0.327
C: -0.003 -0.614 -0.047  1.295
C: -0.606 -0.798 1.338  -1.255
C: 0.575 -2.096 -0.551  -1.422
N: -1.151 -0.457 -0.851  -0.542
H: -0.903 2.528 -0.909  0.251
H: -0.016 3.377 0.415  0.381
H: -0.769 1.958 0.788  0.136
H: 1.732 2.142 -0.263  0.259
H: -1.463 -1.572 1.286  0.361
H: -0.999 0.259 1.733  0.158
H: 0.008 -1.400 1.970  0.387
H: 1.028 -1.956 -1.619  0.332
H: -0.336 -2.783 -0.922  0.374
H: 1.082 -2.736 0.203  0.335
H: -1.005 -0.013 -1.775  0.237
H: -1.998 0.083 -0.437  0.303


# ClH3OSi

The molecule ClH3OSi in a non-equilibrium geometry (ωB97M-V with the def2-TZVPD basis set, the Open Molecules 2025 dataset).

Summary:
2S+1: 1
HOMO-LUMO gap: 10.5 eV
Total charge: 0
Energy relative to the best compared isomer or geometry (same formula, charge and spin): 211.0 kJ/mol
SMILES: O[SiH2]Cl
Lowest unoccupied orbital energy: 0.28 eV

Each line ends with the Mulliken charge.
Positions of all 6 atoms, in Å:
O: -0.877 1.280 -0.144  -0.667
Si: 0.427 -0.421 0.086  0.662
Cl: 2.237 0.368 -0.112  -0.138
H: -1.671 0.850 -0.061  0.258
H: -0.230 -1.046 -1.119  -0.051
H: 0.114 -1.031 1.350  -0.064


What is the 2S+1 in the fourth record?
1


Look up the 2S+1 of the third one.
1


HOMO-LUMO gap of number 3 (C36H37FN4O4Pd)?
7.8 eV